# 1
Molecular formula: C20H44BN2O13S2
Method: DFT, ωB97M-V/def2-TZVPD

```
82
Properties=species:S:1:pos:R:3:forces:R:3
C -2.4932 3.1242 4.0377 -0.90 -0.51 0.03
C -3.1535 1.7923 3.2911 0.49 -0.49 0.50
C -2.0753 0.5254 3.4022 -0.62 0.50 0.62
C -2.2298 -0.4627 2.1016 -1.31 -0.33 0.58
S -0.5784 -0.8519 1.2408 6.00 -1.28 0.57
O -0.0674 -2.1673 1.8762 -2.52 3.32 -1.68
O 0.5020 0.2392 1.5476 -4.10 -2.15 -0.75
N -0.7861 -0.8960 -0.4925 1.00 -1.32 0.86
S 0.2225 -2.1008 -1.2550 1.30 -4.75 6.13
O -0.4075 -3.5420 -1.1221 0.99 4.47 -1.41
O 1.6528 -2.2293 -0.6292 -3.70 1.44 -2.53
B 0.4917 -1.8294 -3.1069 0.86 -0.22 -3.26
N -0.1044 -0.7087 -3.9388 0.38 -1.14 0.79
O 1.3634 -2.8163 -3.8161 -0.17 3.09 3.11
H -2.6492 3.0354 5.2069 0.40 0.11 -2.41
H -3.0705 4.0868 3.6812 1.37 -1.79 0.69
H -1.3448 3.1746 3.8137 -2.30 0.09 0.30
H -4.1622 1.4655 3.8364 2.15 0.84 -1.20
H -3.3965 1.9716 2.1549 0.58 -0.07 2.25
H -1.0047 0.9804 3.5526 -1.96 -1.12 -0.77
H -2.3415 -0.0439 4.4103 0.64 1.05 -2.37
H -3.0134 -0.0249 1.3506 1.76 -0.76 1.21
H -2.6437 -1.5243 2.4540 1.17 2.27 -0.96
H 0.2219 0.2382 -3.6457 -0.91 -1.18 -0.07
H -1.1420 -0.7722 -4.0295 1.27 0.57 0.66
H 2.2326 -2.7803 -3.2840 -1.63 -0.68 -0.54
O 3.8895 6.3561 2.4348 -0.23 -1.76 -0.95
C 3.9294 5.2453 1.9102 -0.53 1.08 0.70
O 2.8068 4.6882 1.4001 0.34 1.00 0.09
C 2.7848 3.5017 0.5840 -0.07 -0.58 0.13
C 2.7199 2.2554 1.4431 0.07 0.03 0.16
C 5.1968 4.4421 1.9099 0.64 0.16 -0.42
H 3.6246 3.4872 -0.1157 0.07 0.10 0.12
H 1.8765 3.5653 -0.0258 0.14 0.23 0.25
H 3.6054 2.1555 2.0754 0.09 0.02 -0.12
H 2.6361 1.3605 0.8198 -0.15 0.10 0.17
H 1.8545 2.2974 2.1151 0.10 -0.12 -0.35
H 5.2535 3.8550 2.8299 -0.05 0.01 -0.16
H 6.0446 5.1342 1.8743 -0.25 -0.06 0.24
H 5.3010 3.7924 1.0437 -0.15 -0.22 0.15
O 4.1512 -2.4484 -2.3106 2.01 -0.06 -1.76
C 5.0331 -2.2765 -3.1493 -1.51 0.01 1.41
O 6.1697 -3.0095 -3.1079 -0.04 -0.46 0.09
C 7.1594 -3.0375 -4.1539 -0.02 0.15 0.15
C 8.1645 -1.9177 -3.9777 0.07 0.23 0.14
C 4.9143 -1.1883 -4.1755 -0.44 -0.01 -0.58
H 6.6911 -3.0311 -5.1417 -0.04 0.10 0.11
H 7.6748 -4.0003 -4.0631 -0.29 0.12 0.18
H 7.6910 -0.9358 -4.0534 0.02 -0.09 -0.10
H 8.9515 -1.9823 -4.7345 -0.07 -0.01 0.06
H 8.6270 -1.9701 -2.9850 -0.08 -0.10 -0.20
H 5.3176 -0.2589 -3.7658 -0.01 -0.11 -0.05
H 3.8536 -1.0464 -4.4077 0.19 0.05 0.26
H 5.4009 -1.4241 -5.1193 0.22 0.11 0.05
O -3.5057 -0.0829 6.6049 0.00 -2.28 -0.20
C -3.4664 -1.3092 6.6783 -0.27 1.63 -0.22
O -3.5830 -2.0660 5.5627 0.22 0.53 -0.01
C -3.3386 -3.4844 5.5115 -0.09 -0.17 -0.07
C -4.5872 -4.2619 5.8746 -0.27 0.05 0.11
C -3.3870 -1.9960 8.0099 0.61 -0.02 0.45
H -2.4776 -3.7599 6.1263 -0.11 0.11 0.02
H -3.0628 -3.7112 4.4754 -0.01 0.35 0.19
H -4.9035 -4.0596 6.9007 0.09 -0.08 -0.01
H -4.4167 -5.3373 5.7701 0.01 0.12 -0.01
H -5.4213 -3.9739 5.2239 0.23 -0.07 0.03
H -4.3965 -2.1449 8.4011 0.11 -0.03 -0.07
H -2.8281 -1.3528 8.6978 -0.32 0.01 -0.17
H -2.8528 -2.9430 7.9809 -0.22 -0.13 -0.05
O -2.7961 0.2712 -3.5119 -1.22 1.29 -2.02
C -3.3025 0.6744 -4.5567 0.56 -0.79 1.68
O -3.6579 1.9734 -4.6887 0.36 0.22 0.20
C -4.0555 2.5869 -5.9296 -0.13 -0.08 0.09
C -5.5409 2.4093 -6.1693 -0.23 -0.13 0.09
C -3.6274 -0.2783 -5.6695 0.49 -0.30 -0.44
H -3.4483 2.2235 -6.7629 -0.07 -0.10 0.10
H -3.8331 3.6552 -5.8289 0.09 -0.28 0.23
H -5.8097 1.3549 -6.2686 0.07 0.08 -0.09
H -5.8509 2.9332 -7.0780 0.05 -0.04 0.08
H -6.1158 2.8040 -5.3232 0.18 0.01 -0.16
H -4.6255 -0.6937 -5.5103 0.10 0.07 -0.03
H -2.8945 -1.0917 -5.6530 -0.27 0.10 0.18
H -3.5606 0.1682 -6.6591 -0.23 0.06 -0.01
```
Positions in Å, forces in eV/Å.

For the HOMO energy, the calculation gives -4.69 eV. The value obtained for the calculated total energy is -73395.4982 eV. As for the spin multiplicity: 1. For the LUMO energy, the calculation gives 2.2 eV. The total charge is -1. The maximum force comes out at 7.9 eV/Å.

Here are the Mulliken charges for atoms 1 to 5, given in e: -0.82, -0.37, 0.23, -0.71, 0.82

---

# 2
Molecular formula: H3N3O2P
Method: DFT, ωB97M-V/def2-TZVPD

```
9
Properties=species:S:1:pos:R:3:forces:R:3
N -0.0671 0.2128 0.7287 2.00 0.79 1.83
N -1.2229 0.4805 0.2754 -1.27 -0.63 -1.27
N -0.9140 1.2889 -2.4741 -1.84 -0.65 0.05
O 0.3290 -1.1826 1.7984 -0.40 -1.19 -3.06
O -3.2048 0.9266 -1.4755 0.61 -0.95 0.73
P -1.7429 0.6634 -1.3024 -1.05 1.32 0.03
H 0.6933 -0.1585 0.1799 -0.19 -0.07 -0.95
H 0.0391 1.3650 -2.3629 2.67 -0.01 0.37
H 0.1644 -0.7303 2.5784 -0.52 1.39 2.27
```
Positions in Å, forces in eV/Å.

For the HOMO energy (spin up / spin down), the calculation gives -3.68 / -3.69 eV. The value obtained for the calculated total energy is -17900.8784 eV. As for the spin multiplicity: 1. For the LUMO energy (spin up / spin down), the calculation gives 4.0 / 4.0 eV. The energy above the lowest of the compared OMol25 structures with the same formula, charge and spin is 121.34 kcal per mole. The total charge is -1. The maximum force comes out at 3.3 eV/Å.

Here are the Mulliken charges for atoms 1 to 5, given in e: -0.32, -0.04, -0.58, -0.69, -0.64

---

# 3
Molecular formula: C39H59N9O3
Method: DFT, ωB97M-V/def2-TZVPD

```
110
Properties=species:S:1:pos:R:3:forces:R:3
C 2.0914 3.3787 -4.0066 -4.62 4.16 1.44
O 2.7334 2.3817 -3.4256 3.32 -2.71 1.57
C 2.4964 2.1627 -1.9996 0.77 -1.71 -1.68
C 3.3084 0.8857 -1.5146 -1.25 1.85 -1.56
N 2.8394 0.4677 -0.0996 3.28 -3.67 -4.42
H 1.9234 0.1317 -0.1506 -3.56 -0.96 0.25
H 3.3034 -0.5463 -0.0476 -0.75 2.14 0.50
C 3.1574 1.3607 0.9234 2.65 1.34 2.42
C 2.7514 0.9197 2.3074 -5.68 2.46 -2.08
O 3.2394 1.8217 3.2554 0.04 -1.14 -1.84
C 2.7184 1.5467 4.5244 -0.42 -0.79 1.52
H 2.2694 4.4867 -3.6716 -0.36 -1.65 1.52
H 0.9694 3.1347 -3.9276 1.10 0.98 -0.25
H 2.2464 3.8097 -4.9506 1.14 -1.81 -2.58
H 1.4424 1.9307 -1.9276 -0.42 0.30 0.60
H 2.8354 2.9927 -1.4606 -0.11 1.61 0.81
H 4.3614 1.0157 -1.4786 0.95 0.77 0.58
H 3.2724 0.2667 -2.4466 -0.94 -0.92 1.60
H 2.9104 2.3767 0.7114 -0.57 0.56 -0.29
H 4.2274 1.3227 1.0794 0.79 0.40 -0.73
H 2.9514 -0.1183 2.2574 0.54 -1.36 1.54
H 1.5154 1.0507 2.2484 2.76 -0.83 0.65
H 3.5964 1.8617 5.0934 -0.63 -0.24 1.04
H 2.5244 0.3947 4.6474 0.12 2.27 0.02
H 1.7904 2.1887 4.8144 1.42 -1.25 -0.72
C -0.4296 0.0667 -0.2286 -1.82 -6.06 2.70
O 0.5264 -1.0303 0.0384 -0.38 2.65 -0.51
H -0.2396 0.6927 -0.9816 1.24 2.42 -3.22
H -0.7316 0.6287 0.6244 0.36 0.82 1.24
H -1.4106 -0.4653 -0.4436 0.82 0.79 -0.39
N 0.0454 -1.5233 -3.1266 -1.45 -2.33 -0.35
C -0.2076 -2.7783 -3.7046 1.89 5.07 -2.91
C -0.0666 -2.5253 -5.0806 -0.68 2.57 4.90
C 0.0994 -1.1203 -5.1936 0.43 0.95 -4.66
C 0.1784 -0.5013 -3.9686 -0.32 -5.80 -3.09
H 0.3064 -1.5043 -2.2146 0.39 0.45 3.78
H -0.4096 -3.5513 -3.0946 -0.41 -2.71 1.73
H 0.0434 -3.2463 -5.7486 -0.15 -2.70 -3.25
H 0.1044 -0.6743 -6.2866 0.18 -0.48 2.68
H 0.3524 0.4117 -3.6916 0.86 5.00 1.47
N -4.0976 -2.7233 1.5964 3.81 -0.90 6.07
C -5.3466 -3.1873 1.5954 -1.46 -1.72 0.37
C -5.8216 -2.9863 0.3454 0.14 2.12 -1.93
C -4.8026 -2.0883 -0.3966 -1.70 -1.09 -1.77
C -3.7506 -2.0753 0.4734 2.41 1.23 -0.66
H -3.4366 -2.9563 2.5144 -2.17 1.28 -3.65
H -5.8276 -3.7223 2.4754 0.97 0.79 -1.43
H -6.7826 -3.3703 0.0254 0.11 0.46 -0.27
H -4.8246 -1.6013 -1.5406 -0.05 -1.65 3.57
H -2.6736 -1.6713 0.4304 -2.13 -0.60 -0.19
N 0.2214 -3.6833 0.2194 -2.78 -0.91 1.58
C 0.7834 -4.6313 -0.5576 -2.21 -2.78 3.44
C 0.3954 -5.9393 -0.1566 -1.43 4.25 1.53
C -0.6286 -5.7073 0.9574 0.89 -0.73 -2.06
C -0.7576 -4.3543 1.0544 1.55 3.28 0.00
H 0.2744 -2.6123 0.2514 0.10 -0.89 -0.88
H 1.3884 -4.3753 -1.3046 2.63 0.86 -2.83
H 0.8914 -6.7433 -0.6066 -0.03 -1.51 -0.19
H -1.2826 -6.4523 1.4434 0.71 0.53 -0.34
H -1.3286 -3.5423 1.6254 0.53 -2.13 -0.44
N -2.7466 -0.7223 -4.1576 -3.76 0.71 -1.91
C -3.3716 -0.1463 -3.0886 -2.38 0.57 -3.27
C -4.6366 0.2687 -3.5426 1.63 -2.07 -1.77
C -4.8296 -0.2043 -4.9226 1.27 0.34 1.98
C -3.6306 -0.7623 -5.2696 1.33 -0.57 -0.21
H -1.9036 -1.1753 -4.2646 1.96 -0.84 0.38
H -2.9256 0.0217 -2.1796 1.06 0.18 1.84
H -5.3786 0.7677 -3.0336 -1.28 0.94 1.38
H -5.7466 -0.2183 -5.4826 0.04 0.33 -0.17
H -3.2736 -1.1743 -6.2676 -0.52 0.45 1.73
N -0.0126 -1.0423 2.9794 2.29 -1.24 -4.11
C 0.9444 -1.8953 3.7084 -2.55 1.43 -4.94
C 0.6204 -1.8263 4.9574 -2.84 3.04 3.13
C -0.5176 -0.6263 4.9854 1.40 -1.39 4.90
C -0.7666 -0.2563 3.7364 1.40 -2.13 2.08
H -0.1086 -1.0313 1.9394 0.94 -0.21 0.90
H 1.5904 -2.5113 3.0904 -0.19 -0.01 0.33
H 1.0384 -2.5003 5.6944 -0.23 0.62 0.45
H -0.9946 -0.0553 5.8784 1.14 -1.59 -1.42
H -1.4656 0.4737 3.5484 -1.27 1.40 -1.42
N 4.6444 -2.2033 0.7574 -0.66 -1.16 2.91
C 3.4844 -2.6653 0.0564 1.92 1.35 2.16
C 3.7674 -2.2973 -1.2056 -1.21 -0.66 -3.43
C 5.1364 -1.8053 -1.4066 -2.55 -0.71 3.76
C 5.6094 -1.7073 -0.1156 -1.73 -1.30 0.64
H 4.8104 -2.3773 1.8444 -0.39 0.61 -3.53
H 2.6104 -3.0873 0.5894 0.75 0.43 -0.67
H 2.9614 -2.4053 -1.9886 1.34 0.02 0.62
H 5.6364 -1.7483 -2.2946 1.08 0.68 -2.05
H 6.4654 -1.4633 0.4354 1.59 0.57 -0.29
N -3.6216 3.8957 2.7524 -2.25 -0.36 -3.51
C -2.3446 3.4707 2.9044 -0.32 0.50 1.66
C -2.1196 3.7467 4.1814 -4.17 2.29 3.12
C -3.4066 4.4247 4.9334 2.76 -3.20 -7.79
C -4.2786 4.4107 3.8644 -0.62 0.42 0.08
H -3.9786 3.7747 1.8034 -0.73 0.43 0.87
H -1.6566 2.9937 2.2034 -0.85 0.43 -0.08
H -1.2946 3.6737 4.7084 4.09 -0.71 2.28
H -3.6096 4.6717 5.8784 -0.27 0.89 3.45
H -5.3866 4.7567 3.7944 2.35 -0.77 -0.04
N 1.3414 5.0827 0.7674 -5.61 -1.39 -4.87
C 1.1954 5.6377 -0.5026 -2.39 -2.44 0.11
C 0.1864 4.8897 -1.1626 1.65 -0.24 5.87
C -0.2896 3.8867 -0.0966 3.30 1.94 -2.24
C 0.6494 3.8987 0.9264 -1.72 1.27 0.88
H 2.1264 5.2157 1.1484 7.45 1.39 4.32
H 1.8014 6.4867 -0.7286 0.11 0.25 -0.46
H -0.1736 5.0417 -2.1076 -1.04 0.32 -2.02
H -1.1126 3.2987 -0.3096 -1.27 -1.46 0.04
H 0.7314 3.4397 1.9584 -0.38 0.28 -1.62
```
Positions in Å, forces in eV/Å.

For the HOMO energy, the calculation gives -7.68 eV. The value obtained for the calculated total energy is -60936.2685 eV. As for the spin multiplicity: 1. For the LUMO energy, the calculation gives 0.1 eV. The energy above the lowest of the compared OMol25 structures with the same formula, charge and spin is 6.80 kcal per mole. The maximum force comes out at 8.9 eV/Å.

Here are the Mulliken charges for atoms 1 to 5, given in e: -0.56, -0.48, -0.11, -0.95, 2.39

---

Question: maximum force of number 2 (H3N3O2P)?
Answer: 3.3 eV/Å